[1]
ORCA calculation (wB97M-V/def2-TZVPD) on a single C3H5N3 molecule at a distorted geometry.

Properties
Energy relative to the best compared isomer or geometry (same formula, charge and spin) in kcal per mole: 47.5
LUMO level in eV: 0.91
E_tot in hartree: -281.51432
SMILES string: [H]/N=C1\CN=CN1
2S+1: 1
Highest occupied orbital energy in eV: -9.2
Max |F| in eV Å⁻¹: 2.24

The geometry in XYZ format:
```
11
Properties=species:S:1:pos:R:3:forces:R:3
N -1.2094 1.7382 0.4784 0.4 -1.2 -1.3
C -0.5085 0.7642 0.0380 -0.1 -0.7 -0.1
C -0.6978 -1.0797 -0.2194 0.2 1.0 0.4
N 0.6743 -1.4497 -0.3422 0.0 0.2 0.6
C 1.4399 -0.4544 -0.1251 0.2 -0.6 -0.1
N 0.8970 0.7829 0.1208 -0.4 -0.3 -0.2
H -2.1807 1.6185 0.1925 0.0 -0.1 0.3
H -1.1094 -1.1283 0.7884 0.4 -0.6 0.3
H -1.2739 -1.8710 -0.8143 0.1 2.2 0.0
H 2.5167 -0.5889 -0.1238 0.0 0.3 -0.1
H 1.4702 1.6189 0.0004 -0.7 -0.3 0.2
```
Forces are in eV/Å.

Results of the natural (NBO) charge analysis, in e, for atoms 1 through 5: -0.695 0.438 -0.312 -0.469 0.260

=====

[2]
ORCA calculation (wB97M-V/def2-TZVPD) on a molecular structure, C3H5N3 at a distorted geometry.

Properties
Energy relative to the best compared isomer or geometry (same formula, charge and spin) in kcal per mole: 54.5
LUMO level in eV: 0.96
E_tot in hartree: -281.50313
2S+1: 1
Highest occupied orbital energy in eV: -8.4
Max |F| in eV Å⁻¹: 1.19

The geometry in XYZ format:
```
11
Properties=species:S:1:pos:R:3:forces:R:3
C 0.9386 1.0930 -0.8947 0.1 0.1 -0.1
C -0.0841 0.2348 -0.2274 0.2 0.0 0.1
C 0.0774 -0.7825 0.7167 -0.3 0.1 -0.1
N -1.0360 -1.3418 1.1172 0.2 0.5 -0.5
N -2.2382 -0.3296 0.0707 1.1 -0.3 0.4
N -1.4103 0.3460 -0.4617 -0.6 -0.4 0.3
H 0.8774 1.0286 -1.9865 0.0 0.0 0.2
H 1.9375 0.7595 -0.5978 -0.1 0.1 0.0
H 0.8422 2.1476 -0.6116 0.0 -0.2 0.0
H 1.0611 -1.0655 1.0707 -0.1 -0.1 0.1
H -0.9655 -2.0900 1.8046 -0.4 0.2 -0.2
```
Forces are in eV/Å.

Results of the natural (NBO) charge analysis, in e, for atoms 1 through 5: -0.624 -0.063 0.035 -0.590 0.081